Entry 1:
Below is a molecular structure, C35H55MgN4OP2, with properties calculated with ωB97M-V/def2-TZVPD.

Values from the calculation:
total charge = +1
energy relative to the best compared isomer or geometry (same formula, charge and spin) = 1.072 eV
Kohn-Sham gap = 5.7 eV

Each line ends with the Löwdin charge.
Geometry (Å):
C1 -2.2286 0.7790 0.8845  -0.36
C2 -2.0519 -0.9040 -0.7619  -0.38
C3 -3.6245 0.7823 0.8078  -0.07
C4 -3.4512 -0.8066 -0.9778  -0.05
C5 -4.2302 0.0029 -0.1768  -0.07
H1 -4.1997 1.3642 1.5382  0.12
H2 -3.8922 -1.3786 -1.7869  0.11
H3 -5.3057 0.0696 -0.3054  0.11
N1 -1.4501 -0.0213 0.1247  0.01
P1 0.0890 2.3863 1.5287  1.09
P2 0.2574 -2.5246 -0.7498  1.08
C6 -1.5995 1.7517 1.9089  -0.28
H4 -2.2682 2.6248 2.0153  0.09
H5 -1.5834 1.2568 2.8985  0.09
C7 2.7068 1.2404 0.6554  -0.03
O1 3.7528 1.6098 0.9671  0.12
C8 -1.3261 -1.9913 -1.3341  -0.34
H6 -1.8099 -2.4888 -2.1808  0.06
C9 1.8017 -2.7117 -2.0652  -0.64
C10 -0.4657 -4.1609 -0.0207  -0.67
C11 -0.2859 3.8674 0.3771  -0.66
C12 0.6287 2.9879 3.2479  -0.68
C13 2.8581 -1.5966 -1.9240  -0.11
H7 3.3297 -1.5739 -0.9326  0.06
H8 3.6462 -1.7962 -2.6716  0.10
H9 2.4555 -0.5993 -2.1502  0.04
C14 2.5024 -4.0638 -1.8977  -0.10
H10 2.9189 -4.1667 -0.8858  0.07
H11 1.8477 -4.9195 -2.1140  0.07
H12 3.3485 -4.1079 -2.6046  0.09
C15 1.1608 -2.5430 -3.4321  -0.12
H13 1.8959 -2.7664 -4.2197  0.10
H14 0.2772 -3.1742 -3.5942  0.09
H15 0.8794 -1.4911 -3.5433  0.03
C16 0.5817 -4.9098 0.8066  -0.09
H16 0.8702 -4.3173 1.6824  0.06
H17 0.1463 -5.8560 1.1650  0.09
H18 1.4860 -5.1406 0.2377  0.05
C17 -1.6726 -3.8840 0.8991  -0.08
H19 -1.4360 -3.1584 1.6911  0.06
H20 -2.5395 -3.5127 0.3376  0.08
H21 -1.9722 -4.8309 1.3787  0.10
C18 -0.9435 -4.9485 -1.2483  -0.10
H22 -1.7340 -4.4031 -1.7728  0.06
H23 -0.1402 -5.1497 -1.9663  0.06
H24 -1.3779 -5.9039 -0.9250  0.09
C19 1.9033 3.8388 3.0991  -0.08
H25 2.2673 4.0636 4.1143  0.10
H26 2.6982 3.3001 2.5643  0.06
H27 1.7199 4.7975 2.5931  0.07
C20 0.9578 1.7465 4.0989  -0.10
H28 0.0775 1.1093 4.2612  0.07
H29 1.7543 1.1355 3.6557  0.07
H30 1.3002 2.0960 5.0861  0.10
C21 -0.4426 3.7894 4.0045  -0.08
H31 -1.3600 3.2089 4.1700  0.08
H32 -0.0155 4.0338 4.9897  0.10
H33 -0.7018 4.7360 3.5196  0.06
C22 -1.3888 3.4512 -0.6104  -0.09
H34 -2.3680 3.3852 -0.1151  0.09
H35 -1.4625 4.2223 -1.3938  0.09
H36 -1.1656 2.4923 -1.0966  0.05
C23 1.0119 4.1516 -0.3988  -0.10
H37 1.3906 3.2596 -0.9131  0.04
H38 0.7924 4.9060 -1.1689  0.09
H39 1.8071 4.5525 0.2425  0.08
C24 -0.7423 5.1461 1.0952  -0.09
H40 -1.6325 4.9810 1.7199  0.08
H41 0.0529 5.6217 1.6888  0.07
H42 -1.0299 5.8709 0.3148  0.10
Mg1 0.6756 0.1390 0.1160  0.37
N2 0.7280 0.9681 -1.9166  0.18
C25 0.4987 1.3714 -3.0002  -0.01
C26 -0.3296 1.3034 -4.2932  -0.55
C27 -1.1028 -0.0200 -4.3487  -0.04
C28 -1.4172 2.3657 -4.1657  -0.05
C29 0.5801 1.4297 -5.5211  -0.04
H43 -0.4512 -0.8925 -4.4224  0.06
H44 -1.7144 -0.1538 -3.4449  0.08
H45 -1.7593 -0.0153 -5.2291  0.11
H46 -1.0399 3.3596 -3.8947  0.09
H47 -2.0009 2.4423 -5.0916  0.10
H48 -2.1025 2.0261 -3.3736  0.09
H49 0.0303 1.1902 -6.4427  0.10
H50 0.9796 2.4468 -5.6190  0.09
H51 1.4246 0.7258 -5.4562  0.09
N3 -1.6882 -2.3070 5.5847  0.18
C30 -0.7761 -2.2023 4.8554  -0.15
C31 0.3488 -2.0467 3.9525  -0.20
C32 1.6231 -2.5344 4.2715  0.02
C33 2.6646 -2.2979 3.3790  -0.02
C34 2.4095 -1.5543 2.2246  -0.12
N4 1.1810 -1.0839 1.9153  -0.02
C35 0.1506 -1.3657 2.7467  -0.10
H52 1.7690 -3.0792 5.2036  0.14
H53 3.6725 -2.6708 3.5644  0.12
H54 3.2181 -1.3412 1.5193  0.11
H55 -0.8482 -1.0205 2.4551  0.12

Forces on atoms 1 to 3 (eV/Å):
-1.1 0.4 0.4
1.4 -1.5 -0.1
1.1 0.4 0.9

Entry 2:
Below is a molecular structure, C35H55MnN4OP2, with properties calculated with ωB97M-V/def2-TZVPD.

Values from the calculation:
total charge = +1
energy relative to the best compared isomer or geometry (same formula, charge and spin) = 3.537 eV
multiplicity = 6
Kohn-Sham gap (spin up / spin down) = 6.1 / 5.7 eV

Each line ends with the Löwdin spin population.
Geometry (Å):
C1 -1.9283 -0.0981 -2.0269  0.01
C2 -2.2180 -0.3985 0.2754  0.02
C3 -3.2517 -0.4263 -2.2809  0.02
C4 -3.6222 -0.5112 0.0761  0.02
C5 -4.1319 -0.5556 -1.2042  0.01
H1 -3.5564 -0.5764 -3.3083  0.00
H2 -4.2512 -0.6921 0.9541  0.00
H3 -5.1939 -0.7055 -1.3843  0.00
N1 -1.4690 0.0992 -0.7754  0.05
P1 0.4799 1.0898 -2.6815  0.04
P2 -0.2809 -0.8393 2.5421  0.10
C6 -0.9265 -0.0219 -3.1693  0.00
H4 -0.5513 -1.0336 -3.4203  0.00
H5 -1.4413 0.3374 -4.0721  0.00
C7 1.8010 0.4741 0.9151  0.09
O1 2.8162 0.2350 1.4561  0.04
C8 -1.6692 -0.9563 1.4640  0.07
H6 -2.5236 -1.2163 2.1237  0.00
C9 -0.5769 -2.6168 3.3635  0.02
C10 -0.2100 0.4542 4.0454  0.02
C11 2.0924 0.4132 -3.4577  0.01
C12 -0.2004 2.7178 -3.4120  0.01
C13 0.8325 -3.2060 3.3112  0.01
H7 1.5173 -2.7450 4.0361  0.00
H8 0.7984 -4.2845 3.5262  0.00
H9 1.2481 -3.0585 2.3080  0.00
C14 -1.1342 -2.6788 4.7815  0.00
H10 -0.5196 -2.1808 5.5346  0.00
H11 -2.1610 -2.2995 4.8322  0.00
H12 -1.1711 -3.7403 5.0686  0.00
C15 -1.5352 -3.4402 2.4961  0.00
H13 -1.4449 -4.5038 2.7552  0.00
H14 -2.5861 -3.1744 2.6580  0.00
H15 -1.3038 -3.3252 1.4313  0.00
C16 0.9378 0.0185 4.9746  0.00
H16 1.8947 0.0394 4.4351  0.00
H17 1.0139 0.7260 5.8128  0.00
H18 0.8177 -0.9778 5.4107  0.00
C17 0.1012 1.8676 3.5541  0.00
H19 1.0271 1.9095 2.9735  0.00
H20 -0.7118 2.2741 2.9449  0.00
H21 0.2207 2.5280 4.4277  0.00
C18 -1.5704 0.5070 4.7384  0.00
H22 -1.8735 -0.4391 5.1950  0.00
H23 -1.5266 1.2564 5.5451  0.00
H24 -2.3502 0.8212 4.0300  0.00
C19 0.7704 3.8353 -3.0182  0.00
H25 0.4192 4.7738 -3.4715  0.00
H26 0.7945 3.9680 -1.9299  0.00
H27 1.7980 3.6589 -3.3657  0.00
C20 -1.5733 3.0194 -2.8037  0.00
H28 -2.3267 2.2684 -3.0599  0.00
H29 -1.5240 3.1048 -1.7147  0.00
H30 -1.9200 3.9834 -3.1978  0.00
C21 -0.3533 2.6432 -4.9451  0.00
H31 -0.9435 3.5164 -5.2632  0.00
H32 0.6094 2.6941 -5.4667  0.00
H33 -0.8908 1.7463 -5.2798  0.00
C22 1.9309 -1.0850 -3.7411  0.00
H34 1.2630 -1.2737 -4.5923  0.00
H35 2.9153 -1.5142 -3.9873  0.00
H36 1.5445 -1.6118 -2.8602  0.00
C23 3.2106 0.6121 -2.4127  0.01
H37 3.0018 0.0638 -1.4796  0.01
H38 4.1577 0.2318 -2.8263  0.00
H39 3.3425 1.6758 -2.1609  0.00
C24 2.4866 1.1299 -4.7518  0.00
H40 1.7379 0.9865 -5.5401  0.00
H41 2.6677 2.2027 -4.6004  0.00
H42 3.4293 0.6876 -5.1127  0.00
Mn1 0.4019 0.5330 -0.2733  4.19
N2 0.5941 -1.3492 -0.2438  0.00
C25 0.3159 -2.4267 0.1950  0.11
C26 0.8944 -3.8341 -0.2149  0.00
C27 0.0657 -4.9982 0.3132  0.00
C28 0.9086 -3.8972 -1.7397  0.00
C29 2.3368 -3.9140 0.2957  0.00
H43 0.1073 -5.0359 1.4081  0.00
H44 -0.9761 -4.8973 -0.0222  0.00
H45 0.4527 -5.9576 -0.0634  0.00
H46 1.7429 -3.3137 -2.1453  0.00
H47 1.0294 -4.9335 -2.0929  0.00
H48 -0.0224 -3.5063 -2.1655  0.00
H49 2.8678 -4.7515 -0.1788  0.00
H50 2.8714 -2.9796 0.0844  0.00
H51 2.3903 -4.0817 1.3712  0.00
N3 -3.4671 5.4203 1.5023  0.00
C30 -2.3991 4.9994 1.2692  0.00
C31 -1.0791 4.4753 0.9870  0.00
C32 0.0597 5.2693 1.1300  0.01
C33 1.2978 4.7040 0.8627  0.00
C34 1.3654 3.3703 0.4628  0.02
N4 0.2627 2.6038 0.3013  0.07
C35 -0.9547 3.1448 0.5787  0.01
H52 -0.0450 6.3086 1.4520  0.00
H53 2.2211 5.2663 0.9688  0.00
H54 2.3315 2.8960 0.2596  0.00
H55 -1.8293 2.5007 0.4756  0.00

Forces on atoms 1 to 3 (eV/Å):
-0.9 -0.3 -0.6
0.5 -0.3 0.6
1.2 0.1 -0.4